P:
The following is a DFT calculation (ωB97M-V with the def2-TZVPD basis set) of a structure of composition C40H31N6O2RbS4.

Output
Total charge = 0
E_LUMO = -0.02224 Ha
Frontier orbital gap = 6.32 eV

The geometry in XYZ format:
```
84
C40H31N6O2RbS4 (ωB97M-V with the def2-TZVPD basis set)
Rb 0.120 0.439 0.351
S -0.600 1.670 -6.299
C -0.977 2.104 -7.915
C -2.271 2.496 -8.053
C -2.981 2.448 -6.840
C -2.226 2.020 -5.779
C -2.630 1.846 -4.402
C -1.732 1.350 -3.427
N -2.024 1.165 -2.169
C -3.263 1.454 -1.740
C -4.254 1.956 -2.622
C -5.560 2.250 -2.133
C -5.877 2.060 -0.831
C -4.912 1.558 0.090
C -5.208 1.357 1.443
C -4.239 0.858 2.301
C -2.975 0.569 1.731
N -2.674 0.759 0.476
C -3.603 1.247 -0.359
C -4.482 0.635 3.707
C -3.615 0.180 4.668
C -4.200 0.087 5.944
C -5.503 0.470 5.955
S -6.049 0.953 4.405
C -3.910 2.149 -3.964
H -0.218 2.041 -8.670
H -2.704 2.807 -8.987
H -4.017 2.721 -6.759
H -0.721 1.088 -3.719
H -6.291 2.632 -2.831
H -6.867 2.284 -0.461
H -6.198 1.596 1.808
H -2.186 0.154 2.349
H -2.588 -0.082 4.484
H -3.672 -0.251 6.818
H -6.185 0.499 6.782
H -4.658 2.537 -4.641
C 7.994 -1.815 3.055
C 6.527 -1.528 2.942
C 5.968 -1.128 1.734
C 4.611 -0.883 1.630
C 3.802 -1.006 2.743
C 4.335 -1.420 3.947
C 5.692 -1.681 4.044
S 2.061 -0.628 2.491
O 2.065 0.751 2.002
O 1.311 -0.819 3.713
N 1.563 -1.507 1.274
C 1.221 -2.801 1.441
C 1.666 -3.621 2.475
C 1.283 -4.957 2.560
C 0.453 -5.523 1.625
C -0.031 -4.740 0.563
C -0.903 -5.238 -0.426
C -1.359 -4.405 -1.410
C -0.944 -3.065 -1.404
N -0.126 -2.565 -0.512
C 0.337 -3.368 0.464
H 8.516 -1.542 2.142
H 8.155 -2.876 3.240
H 8.427 -1.260 3.885
H 6.603 -1.005 0.868
H 4.155 -0.586 0.698
H 3.680 -1.518 4.800
H 6.113 -2.000 4.987
H 2.315 -3.196 3.224
H 1.658 -5.556 3.378
H 0.162 -6.561 1.694
H -1.200 -6.277 -0.397
H -2.032 -4.754 -2.179
H -1.288 -2.379 -2.168
C 2.279 3.691 -3.086
N 2.934 3.232 -1.896
C 4.147 2.590 -1.794
C 4.304 2.208 -0.507
N 3.195 2.627 0.186
C 2.325 3.217 -0.676
S 0.843 3.875 -0.347
H 2.995 3.764 -3.901
H 1.832 4.668 -2.893
H 1.471 3.004 -3.363
H 4.795 2.469 -2.639
H 5.120 1.709 -0.025
H 2.923 2.301 1.108
```


Q:
The following is a DFT calculation (ωB97M-V with the def2-TZVPD basis set) of a structure of composition C40H31N6O2RbS4.

Output
Total charge = 0
E_LUMO = -0.01822 Ha
Frontier orbital gap = 6.64 eV

The geometry in XYZ format:
```
84
C40H31N6O2RbS4 (ωB97M-V with the def2-TZVPD basis set)
Rb 0.027 0.110 -0.143
S -3.195 0.523 5.387
C -4.140 0.524 6.806
C -5.187 -0.342 6.715
C -5.213 -1.027 5.474
C -4.181 -0.674 4.647
C -3.890 -1.181 3.299
C -2.783 -0.701 2.567
N -2.466 -1.093 1.357
C -3.236 -2.024 0.760
C -4.357 -2.583 1.395
C -5.140 -3.586 0.725
C -4.813 -4.008 -0.512
C -3.674 -3.460 -1.197
C -3.295 -3.892 -2.479
C -2.196 -3.339 -3.096
C -1.501 -2.336 -2.385
N -1.828 -1.925 -1.188
C -2.894 -2.473 -0.578
C -1.721 -3.732 -4.426
C -0.446 -3.639 -4.914
C -0.338 -4.097 -6.253
C -1.530 -4.525 -6.755
S -2.785 -4.385 -5.606
C -4.673 -2.135 2.686
H -3.882 1.164 7.634
H -5.911 -0.491 7.502
H -5.964 -1.759 5.217
H -2.124 0.044 3.005
H -5.998 -3.998 1.243
H -5.401 -4.768 -1.011
H -3.871 -4.673 -2.962
H -0.637 -1.854 -2.834
H 0.392 -3.278 -4.336
H 0.584 -4.108 -6.815
H -1.732 -4.915 -7.738
H -5.536 -2.554 3.187
C 2.695 0.441 -8.479
C 2.507 0.584 -6.995
C 1.441 -0.030 -6.344
C 1.261 0.113 -4.978
C 2.150 0.878 -4.238
C 3.219 1.497 -4.869
C 3.391 1.346 -6.238
S 1.920 1.028 -2.476
O 0.531 1.438 -2.296
O 2.906 2.020 -2.053
N 2.048 -0.361 -1.820
C 3.229 -1.036 -1.588
C 4.415 -0.860 -2.266
C 5.543 -1.661 -1.988
C 5.503 -2.642 -1.042
C 4.308 -2.846 -0.308
C 4.203 -3.833 0.699
C 3.039 -3.968 1.394
C 1.972 -3.097 1.081
N 2.023 -2.179 0.154
C 3.176 -2.044 -0.561
H 1.943 -0.218 -8.911
H 3.678 0.031 -8.719
H 2.618 1.409 -8.978
H 0.737 -0.626 -6.914
H 0.419 -0.361 -4.489
H 3.903 2.094 -4.282
H 4.228 1.835 -6.723
H 4.496 -0.100 -3.030
H 6.452 -1.483 -2.551
H 6.366 -3.261 -0.832
H 5.057 -4.467 0.904
H 2.919 -4.709 2.173
H 1.041 -3.173 1.638
C -1.171 4.118 2.449
N -0.263 4.024 1.326
C -0.291 4.815 0.187
C 0.713 4.396 -0.610
N 1.344 3.369 0.051
C 0.740 3.117 1.237
S 1.110 1.899 2.355
H -1.638 5.100 2.436
H -0.610 3.980 3.371
H -1.938 3.345 2.389
H -1.018 5.596 0.058
H 1.028 4.715 -1.586
H 2.090 2.807 -0.353
```


Q has the most favorable energy; the next structure is 0.0244 hartree above.


P:
The following is a DFT calculation (ωB97M-V with the def2-TZVPD basis set) of an isolated molecule of C3H3F2NO.

Output
Total charge = 0
E_LUMO (spin up / spin down) = -0.02234 / -0.01931 Ha
Frontier orbital gap (spin up / spin down) = 8.32 / 9.04 eV

The geometry in XYZ format:
```
10
C3H3F2NO (ωB97M-V with the def2-TZVPD basis set)
C 0.263 -0.303 -0.147
C -1.124 -0.218 0.363
C 0.665 1.216 -0.022
N -0.480 1.880 0.517
O -1.440 1.017 0.642
F 1.722 1.246 0.793
F 0.325 -0.759 -1.410
H 1.082 -1.047 0.364
H -1.784 -0.952 0.479
H 1.097 1.708 -0.871
```


Q:
The following is a DFT calculation (ωB97M-V with the def2-TZVPD basis set) of an isolated molecule of C3H3F2NO.

Output
Total charge = 0
SMILES string = O=CN1[C@@H](F)[C@@H]1F
E_LUMO = 0.02944 Ha
Frontier orbital gap = 11.59 eV

The geometry in XYZ format:
```
10
C3H3F2NO (ωB97M-V with the def2-TZVPD basis set)
O -1.433 -0.554 1.405
C -1.417 -0.059 0.324
N -0.426 0.369 -0.608
C 0.989 0.763 -0.333
F 0.878 1.419 0.835
C 0.596 -0.613 -0.156
F 1.260 -1.515 -1.044
H -2.443 0.212 -0.039
H 1.539 1.158 -1.158
H 0.457 -1.180 0.774
```


Q has the most favorable energy; the next structure is 0.0630 hartree above.